Entry 1:
Density functional theory data (ωB97M-V with the def2-TZVPD basis set) for an isolated molecule of C15H25N3O.

energy	-826.0498	a.u.
LUMO energy	0.729	eV
total charge	0
energy relative to the best compared isomer or geometry (same formula, charge and spin)	37.93	kJ/mol
structure (SMILES)	CC(C)N1CCN(Cc2ccncc2)C[C@H]1CCO
gap between HOMO and LUMO	8.62	eV

Structure (XYZ):
```
44
Properties=species:S:1:pos:R:3:forces:R:3:mulliken_charge:R:1
C 3.1575 1.9311 1.2135 0.0 -0.2 -0.3 -1.507
H 4.0141 2.5138 0.8851 0.1 0.1 0.0 0.461
H 2.4587 2.6068 1.7006 -0.1 0.1 0.1 0.344
H 3.5004 1.2005 1.9405 0.1 0.0 0.1 0.318
C 2.5218 1.2363 0.0016 0.2 0.3 0.0 0.619
N 1.5403 0.2585 0.4627 0.0 -0.3 0.1 0.193
C 0.3153 0.7810 1.0486 -0.2 0.0 0.0 -0.932
C -0.8289 1.0041 0.0420 0.2 0.1 0.1 -0.818
N -1.1074 -0.1572 -0.7887 -0.1 -0.1 -0.1 0.213
C 0.1212 -0.6553 -1.3807 0.1 -0.1 0.2 -1.685
H -0.1059 -1.5706 -1.9325 0.0 0.0 0.0 0.458
C 1.2192 -0.9320 -0.3325 -0.1 -0.2 -0.5 0.763
C 2.4208 -1.6468 -0.9561 0.1 0.0 0.5 -0.934
H 2.0429 -2.4264 -1.6207 0.0 0.0 0.0 0.444
H 3.0168 -0.9639 -1.5609 0.0 0.0 -0.1 0.343
C 3.2965 -2.3211 0.1055 -0.2 -0.3 -0.4 -0.605
O 3.8249 -1.4303 1.0498 0.2 0.3 0.3 -0.612
H 3.0979 -0.8604 1.3429 -0.1 0.0 0.0 0.413
H 2.7000 -3.0977 0.6125 0.1 0.0 -0.1 0.275
H 4.1535 -2.8078 -0.3686 -0.1 0.0 0.0 0.431
H 0.7809 -1.6367 0.3945 0.0 0.0 -0.1 0.255
H 0.4683 0.0928 -2.0989 0.1 -0.1 0.0 0.225
C -1.9172 -1.1642 -0.1281 0.1 0.0 0.0 -0.498
C -3.3253 -0.6668 0.0575 -0.2 0.0 0.1 0.511
C -3.9516 0.0746 -0.9388 0.0 -0.1 0.1 -0.319
C -5.2514 0.5033 -0.7315 0.2 0.0 -0.2 -0.382
N -5.9404 0.2424 0.3675 -0.5 0.2 0.1 -0.632
C -5.3470 -0.4643 1.3127 0.1 -0.2 0.2 -0.437
C -4.0483 -0.9386 1.2121 0.1 0.1 -0.2 -0.390
H -3.6093 -1.5081 2.0183 0.0 0.0 0.1 0.394
H -5.9421 -0.6555 2.1965 0.0 -0.1 0.1 0.373
H -5.7734 1.0847 -1.4805 0.0 0.0 -0.1 0.363
H -3.4177 0.3118 -1.8450 0.0 0.1 -0.1 0.413
H -1.5176 -1.4899 0.8467 -0.1 -0.1 -0.1 0.226
H -1.9496 -2.0439 -0.7811 0.1 0.0 0.1 0.470
H -1.7398 1.2748 0.5808 0.0 0.1 0.0 0.494
H -0.5800 1.8248 -0.6346 0.0 0.1 0.1 0.254
H 0.5309 1.7177 1.5600 0.0 0.0 0.1 0.449
H -0.0157 0.0603 1.8080 0.0 0.1 0.0 0.383
C 2.0443 2.3072 -0.9898 0.1 -0.3 0.1 -1.624
H 1.3239 2.9777 -0.5271 -0.1 0.1 0.0 0.262
H 1.5990 1.8655 -1.8773 -0.1 0.0 -0.1 0.305
H 2.9003 2.9006 -1.3047 0.1 0.1 0.0 0.517
H 3.3193 0.6677 -0.4819 -0.1 0.1 0.1 0.205
```
Positions in Å, forces in eV/Å.



Entry 2:
Density functional theory data (ωB97M-V with the def2-TZVPD basis set) for C15H25N5O5Pt as an isolated structure.

energy	-1355.4651	a.u.
LUMO energy (alpha / beta)	0.110 / 0.107	eV
total charge	0
energy relative to the best compared isomer or geometry (same formula, charge and spin)	341.83	kJ/mol
multiplicity	3
gap between HOMO and LUMO (alpha / beta)	4.89 / 5.09	eV

Structure (XYZ):
```
51
Properties=species:S:1:pos:R:3:forces:R:3:mulliken_charge:R:1
O -2.4849 -1.9137 2.2227 0.8 -3.5 0.9 -0.690
H -3.2792 -2.4575 2.4453 1.0 0.5 -0.4 0.296
Pt -0.7216 -0.4679 0.0857 -0.7 1.2 0.7 1.002
N -0.2753 -1.0911 -1.7625 1.9 0.1 -2.9 0.205
N -1.2450 1.0100 -1.1608 -0.7 0.7 -1.0 0.302
O 0.3027 -2.3525 -1.8933 -0.9 -0.5 -3.5 -0.511
O -1.6177 2.3044 -0.8612 -0.4 1.0 0.6 -0.563
C -0.6370 -0.4063 -2.8562 0.1 -0.9 1.4 0.285
C -1.1643 0.8436 -2.4849 0.0 0.7 1.4 0.461
C -0.4589 -0.9041 -4.2380 -0.3 0.2 -0.9 -1.693
C -1.5145 2.0400 -3.2649 -0.2 0.4 -1.8 -1.345
H -0.4076 -2.0002 -4.3622 0.0 0.4 0.1 0.538
H 0.4361 -0.4702 -4.7087 -0.2 -0.2 0.1 0.219
H -1.3276 -0.5861 -4.8265 0.2 -0.1 -0.1 0.369
H -0.7852 2.8562 -3.1017 -0.3 -0.4 0.0 0.222
H -2.5102 2.4305 -2.9878 0.5 -0.2 -0.2 0.328
H -1.5224 1.7985 -4.3427 0.0 0.2 0.3 0.373
H 0.0823 -2.5982 -2.8792 0.8 0.0 2.7 0.290
H -1.5124 2.4371 0.0988 -0.1 -0.5 -0.6 0.389
O 1.8286 2.1329 -1.7786 0.6 1.2 -0.5 -0.539
H 2.3873 1.4082 -2.0644 0.0 -0.3 -0.1 0.283
H 2.2649 2.9315 -2.1603 -0.6 -0.9 0.4 0.245
C -3.2107 -0.2569 1.4817 -1.6 3.8 -0.7 -1.098
H -3.3202 0.0491 2.5230 -0.3 -0.6 0.0 0.227
H -3.9252 -0.8848 0.9783 -0.3 -0.2 0.3 0.391
H -3.2966 0.7165 0.9522 0.6 0.1 -0.5 0.370
O -1.6194 -2.2721 -0.0338 -0.8 -2.6 0.2 -0.992
H -0.8981 -2.8280 -0.3840 -0.8 0.0 0.4 0.331
H -2.0794 -2.2382 1.2587 -0.7 0.0 0.8 0.427
N 2.1601 0.1575 0.4255 0.4 0.2 -0.1 0.207
C 1.4727 1.2759 0.9530 -0.7 -0.1 0.4 0.546
C 2.1598 2.4199 1.3555 0.3 0.0 0.1 -0.963
C 1.5136 3.3201 2.1935 0.0 -0.4 -0.7 -0.614
C 0.1790 3.0724 2.5276 -0.6 0.3 0.3 -0.843
C -0.5070 1.9946 1.9875 1.7 0.2 -0.5 -0.192
N 0.1483 1.1552 1.1468 1.0 0.5 1.9 -0.009
C 1.9603 -1.1004 1.0399 -0.6 -0.4 -0.1 0.516
C 3.0431 -1.8821 1.4086 0.5 -0.5 0.4 -1.069
C 2.8094 -2.9941 2.2232 -0.4 0.2 -0.3 -0.344
C 1.4966 -3.2721 2.6467 0.8 -0.4 0.2 -0.816
C 0.4775 -2.4770 2.1919 0.3 0.1 -0.9 -0.272
N 0.7035 -1.5076 1.2733 1.2 0.4 2.0 0.014
H 3.1544 0.3484 0.2471 -0.8 -0.1 0.2 0.432
H 3.1996 2.5143 1.0236 -0.3 0.2 0.4 0.319
H 2.0412 4.1962 2.5627 -0.2 -0.2 0.0 0.422
H -0.3509 3.7336 3.2016 0.1 0.0 0.0 0.427
H -1.5364 1.7309 2.2149 0.1 0.1 -0.1 0.434
H 4.0424 -1.5841 1.0783 -0.2 -0.2 0.3 0.316
H 3.6262 -3.6212 2.5672 0.0 0.1 -0.2 0.405
H 1.2605 -4.1237 3.2970 0.3 0.5 -0.2 0.402
H -0.5425 -2.5873 2.5401 -0.1 0.0 -0.3 0.558
```
Positions in Å, forces in eV/Å.



Entry 3:
Density functional theory data (ωB97M-V with the def2-TZVPD basis set) for an isolated molecule of C15H25NO3.

energy	-867.0107	a.u.
LUMO energy	0.854	eV
total charge	0
energy relative to the best compared isomer or geometry (same formula, charge and spin)	251.74	kJ/mol
structure (SMILES)	COCCc1ccc(OC[C@H](O)CNC(C)C)cc1
gap between HOMO and LUMO	9.24	eV

Structure (XYZ):
```
44
Properties=species:S:1:pos:R:3:forces:R:3:mulliken_charge:R:1
C -6.3617 -1.2047 0.4668 0.0 0.0 0.0 -0.651
O -5.4151 -0.4278 1.1538 0.1 0.0 0.1 -0.341
C -5.3092 0.9019 0.7084 -0.1 0.2 -0.2 -0.477
C -4.5616 1.0690 -0.6284 -0.1 -0.2 0.5 -1.391
C -3.1473 0.5792 -0.5110 -0.1 0.0 -0.2 0.723
C -2.7976 -0.7078 -0.8847 0.0 0.2 0.1 -0.573
C -1.5031 -1.1781 -0.7375 0.4 -0.2 0.0 -0.511
C -0.5255 -0.3515 -0.2004 -0.2 0.2 0.0 0.645
C -0.8685 0.9464 0.1800 0.2 -0.2 0.0 -0.683
C -2.1607 1.3990 0.0274 0.0 -0.1 -0.1 -0.493
H -2.4094 2.4068 0.3280 0.0 0.1 0.0 0.377
H -0.1038 1.5822 0.5993 0.1 0.1 0.0 0.421
O 0.7815 -0.6971 -0.0155 0.0 0.2 0.1 -0.161
C 1.1971 -2.0010 -0.3591 0.4 -0.6 0.0 -0.891
C 2.6896 -2.1904 -0.0133 -0.4 0.2 -0.4 -0.338
O 2.8904 -2.2706 1.3693 0.0 0.0 0.4 -0.615
H 3.0179 -1.3582 1.6746 0.1 0.0 0.0 0.421
C 3.5762 -1.0891 -0.6174 0.0 -0.3 0.0 -0.671
N 3.4892 0.0941 0.2151 -0.4 0.3 0.0 -0.003
H 2.5260 0.4174 0.2101 0.1 0.0 -0.1 0.019
C 4.3777 1.1858 -0.1626 0.3 0.1 0.2 0.489
C 5.7773 0.9275 0.3968 -0.2 0.1 -0.3 -1.449
H 5.7241 0.8175 1.4766 0.0 0.0 0.1 0.320
H 6.2038 0.0198 -0.0212 0.1 -0.1 0.0 0.371
H 6.4365 1.7576 0.1565 0.1 0.1 0.0 0.430
C 3.8194 2.4909 0.3978 0.1 -0.3 -0.2 -1.527
H 4.4872 3.3178 0.1705 0.0 0.1 0.0 0.444
H 3.7134 2.4129 1.4772 0.0 0.0 0.1 0.344
H 2.8439 2.7083 -0.0338 -0.1 0.1 0.0 0.368
H 4.4473 1.2755 -1.2638 0.0 0.0 0.2 0.207
H 3.2829 -0.9098 -1.6665 0.1 0.0 0.1 0.363
H 4.6126 -1.4369 -0.6098 -0.1 0.0 -0.1 0.472
H 2.9785 -3.1642 -0.4292 -0.1 0.2 0.0 0.468
H 1.0540 -2.1753 -1.4350 0.0 0.0 0.1 0.486
H 0.6210 -2.7449 0.2057 0.0 0.1 -0.1 0.452
H -1.2730 -2.1871 -1.0412 0.1 -0.1 0.0 0.384
H -3.5446 -1.3668 -1.3028 -0.1 -0.1 0.0 0.212
H -4.5745 2.1304 -0.8832 -0.1 0.0 -0.1 0.432
H -5.0876 0.5224 -1.4127 0.0 0.1 -0.1 0.402
H -4.7548 1.4188 1.4962 -0.1 0.1 -0.1 0.361
H -6.3110 1.3521 0.6230 0.1 0.0 0.1 0.371
H -6.4064 -2.1605 0.9854 -0.1 0.0 -0.1 0.243
H -6.0795 -1.3793 -0.5774 0.0 0.0 0.0 0.239
H -7.3526 -0.7324 0.4881 0.0 0.0 0.0 0.311
```
Positions in Å, forces in eV/Å.



Entry 4:
Density functional theory data (ωB97M-V with the def2-TZVPD basis set) for an isolated molecule of C15H25O.

energy	-661.6055	a.u.
LUMO energy (alpha / beta)	0.828 / -0.964	eV
total charge	0
energy relative to the best compared isomer or geometry (same formula, charge and spin)	151.08	kJ/mol
multiplicity	2
gap between HOMO and LUMO (alpha / beta)	8.96 / 7.94	eV

Structure (XYZ):
```
41
Properties=species:S:1:pos:R:3:forces:R:3:mulliken_charge:R:1
H -0.1351 0.7597 1.3376 -1.9 -0.7 -1.2 0.031
C -1.4210 -0.2170 0.3656 -0.7 -1.8 -1.4 0.604
C -2.5388 0.0654 -0.6135 -2.1 -1.6 1.5 -1.181
C -3.7292 -0.6945 0.1133 0.4 -1.4 -1.4 -0.748
C -3.4492 -0.7263 1.5924 0.2 1.0 -0.6 -0.857
C -1.9634 -0.8477 1.6904 1.1 -0.2 0.7 0.546
O -1.4263 -1.3843 2.7000 -2.2 1.2 -3.0 -0.677
C -0.2253 -0.6133 -0.4681 1.0 -0.1 1.0 -0.992
C 0.5804 0.6980 -0.9512 0.8 0.4 0.8 0.178
C 1.4777 0.6786 -2.2148 -0.6 -0.2 0.1 0.100
C 2.3401 -0.5453 -1.9145 0.3 -0.2 0.1 -1.010
C 2.4819 -0.5650 -0.3666 0.8 0.5 0.7 -0.778
C 1.6736 0.7068 0.1620 -0.5 -1.2 -0.9 -0.653
C 0.8759 0.5289 1.4420 3.1 -0.2 1.5 1.058
C 1.1137 -0.7475 2.2482 -0.5 -0.6 2.1 -1.215
C 1.0454 1.6930 2.3502 2.0 1.3 1.6 -1.966
C 0.8119 0.7420 -3.5885 0.4 0.1 -0.5 -1.777
H -2.8010 1.0558 -0.9143 0.0 1.1 0.4 0.400
H -2.4055 -0.4591 -1.5658 0.5 0.1 0.2 0.274
H -4.7230 -0.4125 -0.1704 -0.5 0.7 0.0 0.441
H -3.6768 -1.7714 -0.2671 0.1 1.2 0.5 0.273
H -3.8281 0.1168 2.1549 0.1 0.7 0.0 0.282
H -3.8859 -1.5330 2.0819 -0.7 -1.7 0.8 0.420
H 0.3743 -1.2079 0.2660 -0.3 0.4 -1.6 -0.266
H -0.4716 -1.2597 -1.3201 -0.3 0.2 0.2 0.941
H -0.0662 1.5894 -0.8829 0.0 -0.3 -0.2 0.640
H 2.1757 1.5678 -2.1584 -1.0 -0.7 0.2 0.412
H 1.8616 -1.4631 -2.2348 -0.4 -0.2 -0.2 0.298
H 3.2831 -0.5253 -2.4673 0.1 0.1 0.3 0.442
H 2.1614 -1.5373 0.0848 0.2 1.1 -0.5 0.133
H 3.5136 -0.4514 -0.0483 0.3 0.0 -0.1 0.574
H 2.3408 1.6074 0.2305 -0.7 -0.7 -0.4 0.673
H 0.1077 -0.8750 2.7435 2.2 -0.1 0.0 0.422
H 1.3487 -1.7777 1.8568 -0.3 1.3 -0.4 0.385
H 1.8832 -0.6143 3.0492 -0.4 0.2 -0.6 0.367
H 0.2066 1.8471 3.0500 0.5 -0.4 0.1 0.309
H 2.0381 1.5766 2.8804 -1.1 0.6 -0.1 0.361
H 1.0848 2.6122 1.7627 0.1 0.1 0.0 0.363
H 0.4030 -0.1506 -4.0530 0.1 -0.7 0.5 0.331
H -0.0030 1.4475 -3.6733 -0.2 0.5 0.4 0.414
H 1.5662 1.0862 -4.2894 0.1 0.1 -0.3 0.451
```
Positions in Å, forces in eV/Å.



Question: energy relative to the best compared isomer or geometry (same formula, charge and spin) of number 3 (C15H25NO3)?
Answer: 251.74 kJ/mol



Copy entry 1 word for word.
Density functional theory data (ωB97M-V with the def2-TZVPD basis set) for an isolated molecule of C15H25N3O.

energy	-826.0498	a.u.
LUMO energy	0.729	eV
total charge	0
energy relative to the best compared isomer or geometry (same formula, charge and spin)	37.93	kJ/mol
structure (SMILES)	CC(C)N1CCN(Cc2ccncc2)C[C@H]1CCO
gap between HOMO and LUMO	8.62	eV

Structure (XYZ):
```
44
Properties=species:S:1:pos:R:3:forces:R:3:mulliken_charge:R:1
C 3.1575 1.9311 1.2135 0.0 -0.2 -0.3 -1.507
H 4.0141 2.5138 0.8851 0.1 0.1 0.0 0.461
H 2.4587 2.6068 1.7006 -0.1 0.1 0.1 0.344
H 3.5004 1.2005 1.9405 0.1 0.0 0.1 0.318
C 2.5218 1.2363 0.0016 0.2 0.3 0.0 0.619
N 1.5403 0.2585 0.4627 0.0 -0.3 0.1 0.193
C 0.3153 0.7810 1.0486 -0.2 0.0 0.0 -0.932
C -0.8289 1.0041 0.0420 0.2 0.1 0.1 -0.818
N -1.1074 -0.1572 -0.7887 -0.1 -0.1 -0.1 0.213
C 0.1212 -0.6553 -1.3807 0.1 -0.1 0.2 -1.685
H -0.1059 -1.5706 -1.9325 0.0 0.0 0.0 0.458
C 1.2192 -0.9320 -0.3325 -0.1 -0.2 -0.5 0.763
C 2.4208 -1.6468 -0.9561 0.1 0.0 0.5 -0.934
H 2.0429 -2.4264 -1.6207 0.0 0.0 0.0 0.444
H 3.0168 -0.9639 -1.5609 0.0 0.0 -0.1 0.343
C 3.2965 -2.3211 0.1055 -0.2 -0.3 -0.4 -0.605
O 3.8249 -1.4303 1.0498 0.2 0.3 0.3 -0.612
H 3.0979 -0.8604 1.3429 -0.1 0.0 0.0 0.413
H 2.7000 -3.0977 0.6125 0.1 0.0 -0.1 0.275
H 4.1535 -2.8078 -0.3686 -0.1 0.0 0.0 0.431
H 0.7809 -1.6367 0.3945 0.0 0.0 -0.1 0.255
H 0.4683 0.0928 -2.0989 0.1 -0.1 0.0 0.225
C -1.9172 -1.1642 -0.1281 0.1 0.0 0.0 -0.498
C -3.3253 -0.6668 0.0575 -0.2 0.0 0.1 0.511
C -3.9516 0.0746 -0.9388 0.0 -0.1 0.1 -0.319
C -5.2514 0.5033 -0.7315 0.2 0.0 -0.2 -0.382
N -5.9404 0.2424 0.3675 -0.5 0.2 0.1 -0.632
C -5.3470 -0.4643 1.3127 0.1 -0.2 0.2 -0.437
C -4.0483 -0.9386 1.2121 0.1 0.1 -0.2 -0.390
H -3.6093 -1.5081 2.0183 0.0 0.0 0.1 0.394
H -5.9421 -0.6555 2.1965 0.0 -0.1 0.1 0.373
H -5.7734 1.0847 -1.4805 0.0 0.0 -0.1 0.363
H -3.4177 0.3118 -1.8450 0.0 0.1 -0.1 0.413
H -1.5176 -1.4899 0.8467 -0.1 -0.1 -0.1 0.226
H -1.9496 -2.0439 -0.7811 0.1 0.0 0.1 0.470
H -1.7398 1.2748 0.5808 0.0 0.1 0.0 0.494
H -0.5800 1.8248 -0.6346 0.0 0.1 0.1 0.254
H 0.5309 1.7177 1.5600 0.0 0.0 0.1 0.449
H -0.0157 0.0603 1.8080 0.0 0.1 0.0 0.383
C 2.0443 2.3072 -0.9898 0.1 -0.3 0.1 -1.624
H 1.3239 2.9777 -0.5271 -0.1 0.1 0.0 0.262
H 1.5990 1.8655 -1.8773 -0.1 0.0 -0.1 0.305
H 2.9003 2.9006 -1.3047 0.1 0.1 0.0 0.517
H 3.3193 0.6677 -0.4819 -0.1 0.1 0.1 0.205
```
Positions in Å, forces in eV/Å.